(1)
{"formula": "C30H56N9O2", "method": "the ωB97M-V functional and the def2-TZVPD basis", "multiplicity": 1, "max_force_ha_per_bohr": 0.0490, "homo_ev": -12.29, "charge": 1, "species": ["C", "C", "O", "C", "O", "N", "C", "C", "N", "C", "N", "H", "H", "H", "H", "H", "H", "H", "H", "H", "H", "H", "H", "H", "H", "C", "C", "C", "C", "N", "H", "H", "H", "H", "H", "H", "H", "C", "C", "C", "C", "N", "H", "H", "H", "H", "H", "H", "H", "C", "C", "C", "C", "N", "H", "H", "H", "H", "H", "H", "H", "C", "C", "C", "C", "N", "H", "H", "H", "H", "H", "H", "H", "C", "C", "C", "C", "N", "H", "H", "H", "H", "H", "H", "H", "C", "C", "C", "C", "N", "H", "H", "H", "H", "H", "H", "H"], "coordinates": [[3.140, 2.484, 1.078], [3.745, 1.395, 1.964], [3.447, 0.115, 1.457], [3.308, 1.513, 3.434], [4.322, 2.129, 4.278], [4.412, 3.461, 3.936], [3.947, 4.460, 4.893], [4.132, 5.653, 3.979], [5.451, 5.283, 3.408], [5.552, 3.934, 3.471], [6.626, 3.214, 3.160], [2.947, 2.054, 0.106], [3.824, 3.308, 0.915], [2.223, 2.873, 1.491], [4.820, 1.514, 1.939], [2.574, -0.158, 1.784], [3.061, 0.561, 3.859], [2.443, 2.161, 3.487], [3.002, 4.309, 5.381], [4.702, 4.577, 5.666], [3.411, 5.511, 3.179], [4.089, 6.607, 4.463], [5.584, 5.603, 2.451], [6.952, 3.118, 2.212], [7.130, 2.718, 3.879], [-1.998, 0.190, -0.714], [-1.367, 1.565, -0.577], [0.129, 1.495, -0.250], [0.379, 0.877, 1.050], [0.560, 0.380, 2.070], [-1.946, -0.374, 0.223], [-3.046, 0.284, -0.986], [-1.495, -0.385, -1.489], [-1.891, 2.140, 0.190], [-1.490, 2.106, -1.516], [0.553, 2.501, -0.246], [0.652, 0.928, -1.023], [-5.349, -2.007, -3.277], [-5.222, -1.424, -4.679], [-3.843, -0.810, -4.946], [-3.570, 0.336, -4.084], [-3.349, 1.222, -3.390], [-5.233, -1.236, -2.512], [-6.326, -2.467, -3.143], [-4.592, -2.774, -3.107], [-5.996, -0.672, -4.837], [-5.394, -2.215, -5.410], [-3.780, -0.484, -5.987], [-3.063, -1.559, -4.800], [2.792, 1.807, -3.849], [2.192, 1.360, -5.178], [0.660, 1.376, -5.176], [0.101, 0.426, -4.218], [-0.338, -0.314, -3.459], [2.506, 1.133, -3.039], [3.880, 1.814, -3.906], [2.461, 2.816, -3.590], [2.552, 0.360, -5.422], [2.540, 2.024, -5.970], [0.288, 1.126, -6.170], [0.293, 2.377, -4.944], [-1.210, -2.747, 3.252], [-0.471, -2.261, 4.492], [0.072, -3.411, 5.344], [-1.001, -4.240, 5.889], [-1.844, -4.891, 6.316], [-2.085, -3.341, 3.521], [-1.551, -1.902, 2.656], [-0.560, -3.362, 2.625], [-1.136, -1.634, 5.091], [0.367, -1.630, 4.185], [0.660, -3.014, 6.173], [0.744, -4.028, 4.754], [6.490, -2.413, 4.741], [5.956, -2.683, 3.338], [4.442, -2.488, 3.228], [3.708, -3.444, 4.057], [3.134, -4.188, 4.718], [6.066, -3.107, 5.468], [7.573, -2.530, 4.766], [6.252, -1.396, 5.062], [6.221, -3.697, 3.035], [6.440, -2.005, 2.632], [4.135, -2.612, 2.189], [4.178, -1.471, 3.515], [-9.216, -0.597, -5.499], [-9.736, -1.712, -6.399], [-10.063, -2.994, -5.627], [-8.880, -3.599, -5.015], [-7.951, -4.082, -4.545], [-8.282, -0.883, -5.015], [-9.028, 0.306, -6.079], [-9.941, -0.352, -4.721], [-9.004, -1.927, -7.179], [-10.643, -1.373, -6.900], [-10.510, -3.725, -6.302], [-10.802, -2.785, -4.853]], "mulliken_charge": [-1.353, 0.274, -0.576, -0.234, -0.390, 0.391, -0.581, -0.538, -0.252, -0.124, -0.253, 0.319, 0.350, 0.302, 0.421, 0.268, 0.301, 0.287, 0.390, 0.317, 0.311, 0.407, 0.339, 0.240, 0.236, -0.759, -0.793, -0.240, 0.569, -0.554, 0.240, 0.238, 0.202, 0.417, 0.405, 0.427, 0.055, -1.154, -0.208, -0.533, 0.198, -0.465, 0.327, 0.317, 0.340, 0.140, 0.324, 0.378, 0.323, -1.015, -0.498, -0.490, 0.282, -0.476, 0.203, 0.399, 0.304, 0.308, 0.327, 0.334, 0.268, -1.021, 0.092, -0.263, 0.055, -0.441, 0.437, 0.135, 0.304, 0.317, -0.147, 0.360, 0.156, -1.082, -0.649, 0.670, 0.268, -0.501, 0.352, 0.359, 0.217, 0.331, 0.327, 0.307, -0.582, -0.789, -0.427, -0.460, 0.309, -0.450, 0.003, 0.335, 0.325, 0.299, 0.304, 0.291, 0.275]}

***

(2)
{"formula": "C15H20Cl2FN2", "method": "the ωB97M-V functional and the def2-TZVPD basis", "multiplicity": 1, "max_force_ha_per_bohr": 0.0566, "homo_ev": -11.50, "charge": 1, "species": ["C", "C", "C", "N", "C", "C", "C", "C", "C", "C", "C", "H", "H", "H", "H", "H", "H", "H", "H", "H", "H", "H", "H", "H", "H", "H", "H", "H", "Cl", "C", "N", "F", "C", "Cl", "C", "C", "C", "H", "H", "H"], "coordinates": [[4.434, 0.614, -0.970], [4.318, -0.873, -0.728], [3.246, -1.220, 0.302], [3.385, -0.452, 1.557], [2.726, -0.851, 2.646], [1.443, -1.638, 2.496], [1.064, -2.137, 3.894], [1.561, -1.037, 4.841], [2.505, -0.152, 3.978], [3.664, 1.004, 1.451], [4.662, 1.337, 0.362], [5.258, 0.827, -1.651], [3.519, 0.991, -1.449], [4.075, -1.387, -1.659], [5.273, -1.286, -0.381], [2.239, -1.021, -0.139], [3.300, -2.294, 0.552], [1.385, -2.397, 1.703], [-0.010, -2.251, 3.915], [1.569, -3.074, 4.203], [0.769, -0.375, 5.249], [2.047, -1.529, 5.690], [3.320, 0.205, 4.596], [1.949, 0.746, 3.654], [2.707, 1.513, 1.232], [4.012, 1.367, 2.423], [5.664, 1.084, 0.741], [4.664, 2.416, 0.189], [0.231, -2.275, -2.336], [-1.306, -2.982, -1.996], [-1.444, -3.627, -0.836], [0.539, -0.555, 2.208], [-2.662, -3.657, -0.320], [-2.816, -3.772, 1.398], [-3.805, -3.543, -1.127], [-3.664, -3.230, -2.476], [-2.384, -2.838, -2.874], [-4.750, -3.699, -0.646], [-4.500, -3.265, -3.159], [-2.182, -2.419, -3.832]], "mulliken_charge": [-0.630, -0.926, -0.861, 0.347, 0.234, 0.165, -0.774, -0.701, -0.743, -0.585, -0.846, 0.335, 0.315, 0.371, 0.389, 0.548, 0.442, 0.477, 0.343, 0.393, 0.288, 0.320, 0.485, 0.405, 0.358, 0.431, 0.361, 0.354, -0.182, 0.391, -0.448, -0.317, 0.357, -0.180, -0.390, -0.340, -0.393, 0.386, 0.427, 0.393]}

***

(3)
{"formula": "C4H13NO", "method": "the ωB97M-V functional and the def2-TZVPD basis", "multiplicity": 2, "max_force_ha_per_bohr": 0.0945, "homo_ev": [-14.77, -14.77], "charge": 1, "species": ["C", "C", "C", "C", "N", "H", "H", "H", "H", "H", "H", "H", "H", "H", "H", "H", "H", "H", "O"], "coordinates": [[0.466, -1.562, -0.402], [0.071, -0.824, 0.865], [-0.047, 0.689, 0.664], [-0.980, 1.018, -0.490], [-2.488, 0.742, -0.152], [-0.096, -2.561, -0.604], [0.192, -1.134, -1.367], [1.535, -1.807, -0.500], [0.894, -0.901, 1.699], [-0.791, -1.283, 1.153], [0.968, 1.079, 0.481], [-0.566, 1.170, 1.545], [-0.914, 2.148, -0.694], [-0.888, 0.508, -1.533], [-2.716, 1.503, 0.521], [-3.200, 0.889, -0.922], [3.305, -0.097, 0.537], [2.360, -0.080, -0.697], [2.896, 0.503, -0.103]], "mulliken_charge": [-1.294, -0.399, -0.539, -0.385, -0.224, 0.293, 0.309, 0.387, 0.228, 0.458, 0.442, 0.311, 0.356, 0.349, 0.358, 0.358, 0.339, 0.324, -0.671]}